No. 1
Density functional theory data (ωB97M-V/def2-TZVPD) for a molecular structure, C8H11MnNPS in a non-equilibrium geometry.

The calculation puts the energy relative to the best compared isomer or geometry (same formula, charge and spin) at 51.04 kcal/mol. The value obtained for the HOMO energy (spin up / spin down) is -5.138 / -6.210 eV. Its HOMO-LUMO gap (spin up / spin down) is 5.0 / 6.0 eV. As for the expectation value of S²: 6.13. The value obtained for the lowest unoccupied orbital energy (spin up / spin down) is -0.11 / -0.24 eV. The spin multiplicity is 5. The value obtained for the total energy is -2256.45910 Ha.

Geometry as XYZ:
```
23
C8H11MnNPS, DFT ωB97M-V/def2-TZVPD
C 1.22 -0.50 -1.48
C 2.46 0.01 -1.09
C 2.91 -0.26 0.20
C 2.07 -0.96 1.13
C 1.01 -1.79 0.66
Mn 0.34 -0.13 0.13
P -1.53 0.11 -1.45
H 0.89 -0.48 -2.51
H 3.11 0.57 -1.80
H 3.92 0.02 0.51
H 0.56 -2.64 1.19
H 2.38 -0.92 2.19
H -2.56 -0.89 -1.46
H -1.17 0.06 -2.82
H -2.26 1.34 -1.43
S -2.89 1.25 2.99
C -3.01 -0.38 2.44
C -1.96 -0.70 1.63
N -1.03 0.34 1.48
C -1.40 1.49 2.14
H -3.82 -1.03 2.71
H -1.77 -1.62 1.10
H -0.85 2.44 2.11
```

No. 2
Density functional theory data (ωB97M-V/def2-TZVPD) for 10 unconnected molecules or ions with the total composition C52H60O8 in a non-equilibrium geometry.

The value obtained for the HOMO energy is -9.213 eV. Its HOMO-LUMO gap is 9.5 eV. The value obtained for the lowest unoccupied orbital energy is 0.29 eV. As for the SMILES: O=C1CCCO1.O=C1CCCO1.O=C1CCCO1.O=C1CCCO1.c1ccccc1.c1ccccc1.c1ccccc1.c1ccccc1.c1ccccc1.c1ccccc1. The spin multiplicity is 1. The value obtained for the total energy is -2619.34327 Ha.

Geometry as XYZ:
```
120
C52H60O8, DFT ωB97M-V/def2-TZVPD
O 20.77 34.17 24.08
C 20.16 33.27 24.56
C 20.01 32.95 26.03
C 19.57 31.50 25.90
C 18.66 31.55 24.70
O 19.46 32.37 23.81
H 21.00 33.08 26.47
H 19.29 33.61 26.50
H 20.35 30.74 25.93
H 18.99 31.26 26.80
H 18.50 30.57 24.24
H 17.64 31.90 24.86
O 16.79 27.69 29.90
C 15.96 26.85 29.82
C 14.47 26.97 29.75
C 13.97 25.56 30.01
C 15.19 24.64 29.82
O 16.29 25.52 29.74
H 14.11 27.69 30.50
H 14.18 27.36 28.78
H 13.47 25.42 30.97
H 13.20 25.31 29.27
H 15.23 23.98 30.68
H 15.13 23.96 28.97
O 23.85 25.30 33.74
C 23.99 25.14 32.55
C 23.46 26.02 31.44
C 24.00 25.30 30.18
C 25.11 24.36 30.70
O 25.00 24.34 32.12
H 22.38 26.06 31.35
H 23.94 27.00 31.51
H 23.26 24.63 29.75
H 24.39 25.97 29.41
H 24.88 23.42 30.18
H 26.17 24.55 30.54
O 23.12 32.42 27.93
C 23.04 31.51 28.68
C 21.85 30.63 29.03
C 22.52 29.37 29.50
C 23.81 29.90 30.15
O 24.13 31.01 29.34
H 21.30 31.12 29.85
H 21.21 30.58 28.15
H 21.94 28.87 30.28
H 22.80 28.65 28.74
H 23.65 30.22 31.19
H 24.54 29.09 30.20
C 21.57 26.77 26.37
C 20.69 27.45 25.56
C 19.51 27.99 26.06
C 19.21 27.86 27.42
C 20.11 27.18 28.24
C 21.30 26.65 27.74
H 22.46 26.28 25.99
H 20.91 27.51 24.50
H 18.77 28.44 25.41
H 18.27 28.19 27.84
H 19.90 27.17 29.31
H 22.04 26.14 28.34
C 26.77 24.48 25.66
C 28.04 24.75 25.13
C 28.24 26.01 24.60
C 27.23 26.95 24.51
C 25.98 26.63 24.99
C 25.76 25.41 25.63
H 26.61 23.49 26.07
H 28.83 24.02 25.21
H 29.24 26.24 24.26
H 27.35 27.94 24.10
H 25.23 27.39 24.76
H 24.82 25.02 26.01
C 21.94 23.16 23.96
C 20.65 23.25 23.43
C 20.14 22.10 22.79
C 20.95 20.98 22.68
C 22.29 20.97 23.06
C 22.78 22.10 23.68
H 22.43 24.02 24.41
H 20.08 24.15 23.58
H 19.10 22.11 22.50
H 20.47 20.10 22.26
H 22.91 20.09 22.98
H 23.84 22.07 23.94
C 16.68 32.72 29.58
C 16.41 33.41 28.42
C 16.25 32.77 27.21
C 16.37 31.38 27.17
C 16.52 30.64 28.34
C 16.71 31.33 29.54
H 16.86 33.25 30.50
H 16.33 34.50 28.43
H 16.04 33.28 26.28
H 16.22 30.91 26.20
H 16.56 29.56 28.26
H 17.05 30.82 30.43
C 23.33 29.76 24.28
C 24.08 29.77 23.11
C 25.41 30.10 23.22
C 25.98 30.63 24.37
C 25.19 30.77 25.53
C 23.87 30.27 25.45
H 22.34 29.32 24.22
H 23.70 29.29 22.22
H 26.10 30.06 22.38
H 27.00 30.98 24.41
H 25.44 31.32 26.42
H 23.28 30.21 26.35
C 15.61 25.86 25.18
C 14.37 25.95 25.80
C 13.83 27.20 26.09
C 14.44 28.34 25.59
C 15.58 28.21 24.80
C 16.25 27.00 24.73
H 15.98 24.89 24.88
H 13.96 25.06 26.25
H 12.93 27.41 26.67
H 13.96 29.31 25.63
H 15.97 29.18 24.53
H 17.13 26.88 24.11
```

No. 3
Density functional theory data (ωB97M-V/def2-TZVPD) for 3 unconnected molecules or ions with the total composition C4H8S in a non-equilibrium geometry.

The calculation puts the energy relative to the best compared isomer or geometry (same formula, charge and spin) at 202.39 kcal/mol. The value obtained for the HOMO energy is -7.940 eV. Its HOMO-LUMO gap is 7.7 eV. The value obtained for the lowest unoccupied orbital energy is -0.25 eV. The spin multiplicity is 1. The value obtained for the total energy is -555.04741 Ha.

Geometry as XYZ:
```
13
C4H8S, DFT ωB97M-V/def2-TZVPD
C -1.80 0.03 0.18
C 0.58 -0.69 -0.30
C 0.31 0.91 -0.41
C 1.88 -0.99 0.22
H -2.76 -0.58 1.18
H -0.90 1.19 0.84
H -2.60 0.55 -0.65
H -0.32 1.04 -1.46
H 1.46 1.07 -0.65
H 0.17 1.50 0.75
H 2.62 -0.29 0.28
H 2.13 -2.06 0.29
S -0.77 -1.68 -0.28
```

No. 4
Density functional theory data (ωB97M-V/def2-TZVPD) for C3H11NP2Si in the gas phase in a non-equilibrium geometry.

The calculation puts the energy relative to the best compared isomer or geometry (same formula, charge and spin) at 77.94 kcal/mol. The value obtained for the HOMO energy (spin up / spin down) is -8.506 / -8.561 eV. Its HOMO-LUMO gap (spin up / spin down) is 6.1 / 6.2 eV. The value obtained for the lowest unoccupied orbital energy (spin up / spin down) is -2.37 / -2.33 eV. The spin multiplicity is 1. The value obtained for the total energy is -1147.68236 Ha.

Geometry as XYZ:
```
18
C3H11NP2Si, DFT ωB97M-V/def2-TZVPD
C -0.50 -0.99 1.24
C -1.80 1.56 0.07
C -0.45 -0.49 -1.89
N 2.50 -1.16 -0.66
Si -0.46 0.24 -0.15
P 1.42 1.57 -0.20
P 2.54 -0.10 0.49
H -0.90 -0.62 2.23
H -1.02 -1.90 1.08
H 0.39 -1.54 1.51
H -2.14 1.64 1.19
H -1.36 2.61 -0.19
H -2.70 1.31 -0.60
H -1.14 0.15 -2.55
H 0.56 -0.70 -2.08
H -1.03 -1.43 -1.98
H 2.34 -0.75 1.82
H 3.76 0.59 0.64
```

No. 5
Density functional theory data (ωB97M-V/def2-TZVPD) for a molecular structure, C20H40CuO9S in a non-equilibrium geometry.

The calculation puts the energy relative to the best compared isomer or geometry (same formula, charge and spin) at 0.00 kcal/mol. The value obtained for the HOMO energy (spin up / spin down) is -8.252 / -8.204 eV. Its HOMO-LUMO gap (spin up / spin down) is 8.5 / 7.4 eV. As for the expectation value of S²: 0.75. The value obtained for the lowest unoccupied orbital energy (spin up / spin down) is 0.29 / -0.78 eV. The spin multiplicity is 2. The value obtained for the total energy is -3501.82620 Ha.

Geometry as XYZ:
```
71
C20H40CuO9S, DFT ωB97M-V/def2-TZVPD
Cu -17.10 -3.57 17.30
S -15.40 -4.82 15.55
O -16.92 -4.81 15.70
O -15.07 -3.74 16.54
O -14.87 -6.12 15.97
O -15.03 -4.48 14.19
C -17.30 -7.72 18.97
C -15.84 -7.40 19.28
C -15.67 -5.91 18.94
O -16.89 -5.51 18.29
C -17.66 -6.67 17.93
H -17.98 -7.61 19.82
H -17.43 -8.73 18.59
H -15.16 -7.97 18.65
H -15.57 -7.66 20.31
H -14.85 -5.75 18.25
H -15.56 -5.35 19.88
H -17.39 -6.96 16.91
H -18.70 -6.36 17.91
C -19.00 -2.21 21.35
C -19.58 -3.62 21.33
C -18.80 -4.29 20.20
O -18.27 -3.24 19.37
C -18.69 -1.98 19.88
H -18.08 -2.16 21.94
H -19.64 -1.43 21.77
H -20.64 -3.55 21.09
H -19.50 -4.22 22.23
H -19.35 -5.03 19.63
H -17.93 -4.83 20.61
H -19.58 -1.62 19.35
H -17.91 -1.24 19.71
C -13.87 -2.47 19.73
C -13.62 -1.70 18.42
C -15.01 -1.32 17.95
O -15.90 -2.24 18.56
C -15.39 -2.49 19.86
H -13.41 -1.99 20.59
H -13.47 -3.48 19.70
H -13.16 -2.34 17.66
H -13.01 -0.81 18.58
H -15.11 -1.38 16.87
H -15.25 -0.29 18.26
H -15.84 -3.36 20.33
H -15.72 -1.65 20.51
C -16.79 -0.72 14.18
C -17.43 0.36 15.06
C -17.83 -0.43 16.31
O -17.64 -1.82 15.99
C -17.60 -1.93 14.57
H -15.76 -0.89 14.50
H -16.80 -0.51 13.11
H -18.30 0.78 14.56
H -16.73 1.17 15.28
H -18.89 -0.27 16.56
H -17.26 -0.21 17.21
H -18.62 -1.89 14.16
H -17.15 -2.88 14.28
C -20.97 -3.77 15.00
C -21.73 -3.30 16.24
C -20.63 -3.17 17.30
O -19.49 -3.87 16.83
C -19.82 -4.55 15.61
H -20.59 -2.94 14.41
H -21.59 -4.35 14.32
H -22.49 -4.03 16.52
H -22.25 -2.35 16.09
H -20.95 -3.56 18.27
H -20.37 -2.11 17.41
H -20.16 -5.57 15.85
H -18.94 -4.64 14.98
```

No. 6
Density functional theory data (ωB97M-V/def2-TZVPD) for 2 unconnected molecules or ions with the total composition C4H15N2O in a non-equilibrium geometry.

The calculation puts the energy relative to the best compared isomer or geometry (same formula, charge and spin) at 36.26 kcal/mol. The total charge is +1. The value obtained for the HOMO energy is -13.237 eV. Its HOMO-LUMO gap is 10.1 eV. The value obtained for the lowest unoccupied orbital energy is -3.16 eV. The spin multiplicity is 1. The value obtained for the total energy is -345.88792 Ha.

Geometry as XYZ:
```
22
C4H15N2O, DFT ωB97M-V/def2-TZVPD
N -1.71 -1.57 -0.56
C -1.85 -0.10 -0.30
C -1.14 0.49 0.95
N 0.27 0.38 0.73
C 0.88 1.40 -0.14
C 2.45 1.34 0.19
H -1.98 -1.81 -1.51
H -2.28 -2.12 0.07
H -0.68 -1.83 -0.42
H -1.49 0.52 -1.18
H -2.91 0.08 -0.50
H -1.62 0.04 1.83
H -1.56 1.52 1.07
H 0.80 0.27 1.58
H 0.47 2.40 0.01
H 0.83 1.20 -1.20
H 2.95 0.99 -0.70
H 2.73 2.36 0.39
H 2.62 0.69 1.05
H 1.33 -1.38 -0.65
H 1.04 -2.67 0.08
O 0.86 -2.22 -0.77
```